Arrangement P

DFT (ωB97M-V/def2-TZVPD) results for the molecule C8H9NO.

Bonds (Å) are listed after each position.
Positions of all 19 atoms, in Å:
1 C 0.5311 1.9270 1.5211  C2 1.479, H11 1.097, H12 0.924, H13 0.956
2 C -0.9000 1.5566 1.5763  C1 1.479, O3 1.274, N4 1.451
3 O -1.7550 2.3514 2.0877  C2 1.274
4 N -1.3578 0.3030 1.0065  C2 1.451, C5 1.361, H14 1.116
5 C -0.5970 -0.3042 0.0557  N4 1.361, C6 1.440, C10 1.374
6 C -0.2739 -1.7037 0.1549  C5 1.440, C7 1.327, H15 1.032
7 C 0.4600 -2.2921 -0.7817  C6 1.327, C8 1.397, H16 0.997
8 C 0.8461 -1.6416 -1.9557  C7 1.397, C9 1.327, H17 1.179
9 C 0.4876 -0.3808 -2.1632  C8 1.327, C10 1.479, H18 1.103
10 C -0.2208 0.3519 -1.0911  C5 1.374, C9 1.479, H19 1.270
11 H 1.2488 1.1385 1.7806  C1 1.097
12 H 0.8589 1.8813 0.6584  C1 0.924
13 H 0.6900 2.7707 1.9418  C1 0.956
14 H -1.8584 -0.3141 1.7908  N4 1.116
15 H -0.6467 -2.0760 1.0427  C6 1.032
16 H 0.8183 -3.2032 -0.5939  C7 0.997
17 H 1.4868 -2.1323 -2.8148  C8 1.179
18 H 0.8543 0.2356 -3.0012  C9 1.103
19 H -0.6722 1.5319 -1.2150  C10 1.270

HOMO = -8.716 eV
Molecular weight = 135.17 g/mol

Arrangement Q

DFT (ωB97M-V/def2-TZVPD) results for the molecule C8H9NO.

Bonds (Å) are listed after each position.
Positions of all 19 atoms, in Å:
1 C -2.6082 0.2767 0.0142  C2 1.469, H11 1.125, H12 1.019, H13 1.080
2 C -1.1915 0.6206 -0.1636  C1 1.469, C3 1.380, C6 1.387
3 C -0.8003 1.9395 -0.0519  C2 1.380, N4 1.391, H14 1.012
4 N 0.5809 2.0292 0.0891  C3 1.391, C5 1.400, H15 1.007
5 C 1.0549 0.7122 0.0611  N4 1.400, C6 1.421, C9 1.444
6 C -0.0548 -0.1679 -0.0580  C2 1.387, C5 1.421, C7 1.448
7 C 0.2391 -1.5818 0.0495  C6 1.448, C8 1.592, H16 1.160, H17 1.080
8 C 1.8274 -1.5389 -0.0416  C7 1.592, C9 1.588, H18 1.216, H19 1.130
9 C 2.2954 -0.0212 -0.0230  C5 1.444, C8 1.588, O10 1.213
10 O 3.4371 0.3878 -0.0112  C9 1.213
11 H -2.9776 -0.2054 -0.9330  C1 1.125
12 H -2.7238 -0.4555 0.7134  C1 1.019
13 H -3.2570 1.0272 0.4417  C1 1.080
14 H -1.3524 2.7847 0.0146  C3 1.012
15 H 1.2928 2.7234 -0.0691  N4 1.007
16 H 0.0813 -2.1129 1.0688  C7 1.160
17 H -0.1331 -2.0860 -0.8307  C7 1.080
18 H 2.1580 -2.1012 -1.0682  C8 1.216
19 H 2.1318 -2.2305 0.7981  C8 1.130

HOMO = -8.532 eV
Molecular weight = 135.17 g/mol

Verdict on stability: arrangement Q comes out on top.

Arrangement P

DFT (ωB97M-V/def2-TZVPD) results for a cluster of 2 separate species, C7H16N2O2 in total.

Bonds (Å) are listed after each position.
Positions of all 27 atoms, in Å:
1 C 0.6556 -1.1598 1.8119  C2 1.530, H8 1.106, H9 1.086, H10 1.124
2 C 1.4400 0.1453 1.9648  C1 1.530, N3 1.486, H11 1.079, H12 1.110
3 N 0.6110 1.3160 1.5749  C2 1.486, C4 1.455, C5 1.443
4 C 1.5853 2.2917 1.1100  N3 1.455, H13 1.074, H14 1.087, H15 1.149
5 C -0.5473 1.2955 0.7143  N3 1.443, C6 1.494, O7 1.201
6 C -1.7705 0.7162 1.3477  C5 1.494, H16 1.106, H17 1.109, H18 1.105
7 O -0.5111 1.8742 -0.3370  C5 1.201
8 H -0.0207 -1.1764 0.9370  C1 1.106
9 H -0.1334 -1.2509 2.5524  C1 1.086
10 H 1.3740 -1.9904 2.0528  C1 1.124
11 H 1.8311 0.3067 2.9572  C2 1.079
12 H 2.3531 0.0153 1.3468  C2 1.110
13 H 2.4488 2.5938 1.6733  C4 1.074
14 H 1.6802 2.1909 0.0320  C4 1.087
15 H 1.2020 3.3693 1.2248  C4 1.149
16 H -1.7639 -0.2225 1.9334  C6 1.106
17 H -2.2414 1.1870 2.2349  C6 1.109
18 H -2.5691 0.4155 0.6452  C6 1.105
19 C 0.3741 -1.0249 -3.1602  C20 1.482, H23 1.091, H24 1.088, H25 1.132
20 C -0.3455 -1.5405 -1.9719  C19 1.482, N21 1.381, O22 1.223
21 N -1.6175 -2.0158 -2.2256  C20 1.381, H26 1.009, H27 1.004
22 O 0.1188 -1.7253 -0.8561  C20 1.223
23 H -0.3473 -0.8505 -3.9601  C19 1.091
24 H 1.2832 -1.5759 -3.3904  C19 1.088
25 H 0.7022 0.0213 -2.8778  C19 1.132
26 H -2.0273 -2.3469 -1.3648  N21 1.009
27 H -2.1550 -1.6715 -3.0004  N21 1.004

HOMO = -8.852 eV
Molecular weight = 160.22 g/mol

Arrangement Q

DFT (ωB97M-V/def2-TZVPD) results for a cluster of 2 separate species, C7H16N2O2 in total.

Bonds (Å) are listed after each position.
Positions of all 27 atoms, in Å:
1 C -0.3717 -2.2951 1.7537  C2 1.527, H7 1.103, H8 1.059, H9 1.102
2 C 0.6361 -3.2311 1.0903  C1 1.527, C3 1.499, N4 1.236
3 C 0.7362 -4.5200 1.8486  C2 1.499, H10 1.139, H11 1.182, H12 1.086
4 N 1.0244 -2.9173 -0.0408  C2 1.236, N5 1.202
5 N 1.4581 -2.2239 -0.9220  N4 1.202, O6 1.248
6 O 1.2676 -2.4421 -2.1357  N5 1.248
7 H -1.2331 -2.9478 1.9732  C1 1.103
8 H 0.1492 -1.9632 2.6135  C1 1.059
9 H -0.6750 -1.4392 1.1295  C1 1.102
10 H 1.6773 -5.1177 1.6173  C3 1.139
11 H -0.2198 -5.1985 1.7009  C3 1.182
12 H 0.7893 -4.1267 2.8591  C3 1.086
13 C -0.4129 1.4795 -2.5762  C14 1.535, H18 1.106, H19 1.027, H20 1.044
14 C -0.6689 1.4228 -1.0640  C13 1.535, C15 1.528, C16 1.534, O17 1.389
15 C -2.0230 0.8407 -0.6615  C14 1.528, H21 1.035, H22 1.139, H23 1.120
16 C -0.4652 2.7702 -0.3590  C14 1.534, H24 1.020, H25 1.136, H26 1.171
17 O 0.2893 0.6111 -0.4710  C14 1.389, H27 0.992
18 H 0.5885 1.9186 -2.7396  C13 1.106
19 H -0.5236 0.5832 -3.0653  C13 1.027
20 H -1.0409 2.1985 -2.9996  C13 1.044
21 H -2.8281 1.3485 -1.0674  C15 1.035
22 H -2.1216 0.8643 0.4732  C15 1.139
23 H -2.1454 -0.2342 -0.9521  C15 1.120
24 H 0.4916 3.0614 -0.5590  C16 1.020
25 H -1.0794 3.7150 -0.5009  C16 1.136
26 H -0.4635 2.4180 0.7575  C16 1.171
27 H 0.1859 -0.3205 -0.7969  O17 0.992

HOMO = -8.742 eV
Molecular weight = 160.22 g/mol

Verdict on stability: arrangement P comes out on top.

Arrangement P

DFT (ωB97M-V/def2-TZVPD) results for a cluster of 2 separate species, C6H4NO3 in total.

Bonds (Å) are listed after each position.
Positions of all 14 atoms, in Å:
1 C -1.8961 -1.4696 1.1650  C4 1.325, N7 1.180
2 C 0.5020 -1.6750 1.8042  C4 1.319, H11 1.065, H12 1.054
3 C 0.0062 1.2358 -0.3449  C5 1.322, C6 1.430, H13 1.044
4 C -0.5988 -1.2102 1.2456  C1 1.325, C2 1.319
5 C 0.0769 -0.0461 -0.6592  C3 1.322, O10 1.198
6 C 0.5077 2.1206 -1.3505  C3 1.430, O8 1.388, O9 1.209
7 N -3.0719 -1.5210 1.0737  C1 1.180
8 O 0.9572 1.6122 -2.5616  C6 1.388, H14 0.951
9 O 0.5805 3.3147 -1.1758  C6 1.209
10 O 0.2638 -0.7293 -1.6249  C5 1.198
11 H 1.5186 -1.3656 1.7282  C2 1.065
12 H 0.3444 -2.3879 2.5639  C2 1.054
13 H -0.2161 1.4570 0.6504  C3 1.044
14 H 1.0255 0.6644 -2.5141  O8 0.951

HOMO = -4.287 eV
Net charge = -1
Molecular weight = 138.10 g/mol

Arrangement Q

DFT (ωB97M-V/def2-TZVPD) results for a cluster of 2 separate species, C6H4NO3 in total.

Bonds (Å) are listed after each position.
Positions of all 14 atoms, in Å:
1 C 1.0477 1.1436 0.8179  C3 1.352, C5 1.479, H11 1.028
2 C 0.2126 -0.7383 -0.5723  C4 1.325, C5 1.490, H12 1.132
3 C 2.1273 1.0542 0.0091  C1 1.352, O10 1.347, H13 1.206
4 C 1.3391 -0.6190 -1.2602  C2 1.325, O10 1.401, H14 1.090
5 C -0.1256 0.3580 0.3790  C1 1.479, C2 1.490, N7 1.215
6 C -3.4062 -0.8888 0.6697  O8 1.163, O9 1.168
7 N -1.2368 0.7130 0.7192  C5 1.215
8 O -3.4744 -0.9838 1.8266  C6 1.163
9 O -3.6816 -1.0608 -0.4525  C6 1.168
10 O 2.3887 0.2894 -1.0683  C3 1.347, C4 1.401
11 H 0.8736 1.8329 1.5598  C1 1.028
12 H -0.5113 -1.5576 -0.8666  C2 1.132
13 H 2.9371 1.9377 0.1442  C3 1.206
14 H 1.5097 -1.4806 -1.9056  C4 1.090

HOMO = -1.968 eV
Net charge = -1
Molecular weight = 138.10 g/mol

Verdict on stability: arrangement P comes out on top.

Arrangement P

DFT (ωB97M-V/def2-TZVPD) results for a cluster of 2 separate species, C5H10O2 in total.

Bonds (Å) are listed after each position.
Positions of all 17 atoms, in Å:
1 C -1.1967 -1.3906 0.6705  C2 1.578, H7 1.097, H8 1.100, H9 1.125
2 C -0.0512 -0.3382 0.9367  C1 1.578, C3 1.387, H10 1.022
3 C 0.8483 0.4519 0.2353  C2 1.387, O4 1.409, C5 1.498
4 O 0.6301 0.7169 -1.1309  C3 1.409, H11 1.047
5 C 1.7512 1.4625 0.8744  C3 1.498, C6 1.417, H12 1.115
6 C 2.0449 1.6197 2.2522  C5 1.417, H13 1.040, H14 1.036
7 H -0.6273 -2.0646 0.0184  C1 1.097
8 H -1.9952 -0.9916 0.0275  C1 1.100
9 H -1.7159 -1.9472 1.4994  C1 1.125
10 H -0.1192 -0.0429 1.9124  C2 1.022
11 H 0.5948 -0.2588 -1.5087  O4 1.047
12 H 2.4177 1.8546 0.0714  C5 1.115
13 H 1.2216 1.4566 2.8662  C6 1.040
14 H 2.7087 2.3447 2.5800  C6 1.036
15 H -2.0689 -1.1558 -2.7581  O17 0.968
16 H -3.3262 -1.5698 -3.5048  O17 0.938
17 O -2.8138 -1.7740 -2.7464  H15 0.968, H16 0.938

HOMO (alpha / beta) = 0.106 / -2.330 eV
Net charge = -1
Expectation value of S² = 0.767
Multiplicity = 2
Molecular weight = 102.13 g/mol

Arrangement Q

DFT (ωB97M-V/def2-TZVPD) results for a cluster of 2 separate species, C5H10O2 in total.

Bonds (Å) are listed after each position.
Positions of all 17 atoms, in Å:
1 O 2.2438 0.9160 0.2239  C2 1.291
2 C 1.7285 0.1571 1.1325  O1 1.291, C3 1.503, H7 1.106
3 C 0.4019 0.5246 1.7360  C2 1.503, C4 1.578, H8 1.091, H9 1.090
4 C -0.7050 0.1692 0.6686  C3 1.578, C5 1.494, H10 1.100, H11 1.088
5 C -0.8353 -1.2736 0.3041  C4 1.494, C6 1.331, H12 1.082
6 C -0.1467 -1.7115 -0.7472  C5 1.331, H13 1.093, H14 1.084
7 H 2.4154 -0.5435 1.6424  C2 1.106
8 H 0.2597 -0.1219 2.6037  C3 1.091
9 H 0.3432 1.6067 1.8515  C3 1.090
10 H -1.7143 0.5214 0.9286  C4 1.100
11 H -0.4074 0.7992 -0.1664  C4 1.088
12 H -1.5265 -1.9526 0.7855  C5 1.082
13 H -0.1098 -2.7768 -0.9891  C6 1.093
14 H 0.5485 -1.1166 -1.3292  C6 1.084
15 H -1.1567 1.9430 -2.2249  O17 0.961
16 H -0.7150 0.9939 -3.3995  O17 0.955
17 O -0.6244 1.8654 -3.0208  H15 0.961, H16 0.955

HOMO (alpha / beta) = 0.353 / -3.108 eV
Net charge = -1
Expectation value of S² = 0.754
Multiplicity = 2
Molecular weight = 102.13 g/mol

Verdict on stability: arrangement Q comes out on top.

Arrangement P

DFT (ωB97M-V/def2-TZVPD) results for a cluster of 2 separate species, C5H12NO in total.

Bonds (Å) are listed after each position.
Positions of all 19 atoms, in Å:
1 C -1.5592 0.3815 -0.2137  C2 1.421, O7 1.181
2 C -2.5557 -0.2334 0.5910  C1 1.421, H8 1.072, H9 1.091, H10 1.025
3 C 0.5717 -1.7922 -0.6185  C5 1.497, H11 1.165, H12 1.089, H13 1.056
4 C 1.6941 1.5869 0.4997  N6 1.507, H14 1.140, H15 1.064, H16 1.093
5 C 0.4380 -0.4990 0.1238  C3 1.497, N6 1.446, H17 1.036
6 N 1.1708 0.5835 -0.4956  C4 1.507, C5 1.446, H18 1.072, H19 0.954
7 O -1.3324 1.2828 -0.9428  C1 1.181
8 H -2.6394 -1.3022 0.5683  C2 1.072
9 H -2.1431 0.0295 1.5666  C2 1.091
10 H -3.5101 0.1356 0.5245  C2 1.025
11 H -0.4704 -2.2044 -0.9376  C3 1.165
12 H 1.1539 -2.5607 -0.1129  C3 1.089
13 H 0.9159 -1.6992 -1.6122  C3 1.056
14 H 2.8228 1.7297 0.4284  C4 1.140
15 H 1.2415 2.4815 0.1423  C4 1.064
16 H 1.4186 1.3248 1.5239  C4 1.093
17 H 0.5642 -0.7184 1.1279  C5 1.036
18 H 0.4256 1.1666 -1.0002  N6 1.072
19 H 1.7935 0.3070 -1.1630  N6 0.954

HOMO (alpha / beta) = -9.681 / -16.912 eV
Net charge = +1
Expectation value of S² = 2.006
Multiplicity = 3
Molecular weight = 102.16 g/mol

Arrangement Q

DFT (ωB97M-V/def2-TZVPD) results for a cluster of 2 separate species, C5H12NO in total.

Bonds (Å) are listed after each position.
Positions of all 19 atoms, in Å:
1 C -2.4786 0.5646 0.3688  C2 1.388, H8 1.124, H9 1.146
2 C -1.5238 0.3076 -0.6049  C1 1.388, C5 1.387, H10 1.022
3 C 1.6309 1.9772 -0.0719  H11 1.079, H12 1.114, H13 1.179, H14 1.088
4 C 1.1392 -2.0192 0.8742  N6 1.474, H15 1.085, H16 1.103
5 C -0.4882 -0.6139 -0.5472  C2 1.387, N6 1.474, O7 1.386
6 N -0.1849 -1.4088 0.6564  C4 1.474, C5 1.474, H17 1.086, H18 0.989
7 O 0.3514 -0.9926 -1.5833  C5 1.386, H19 0.998
8 H -3.2981 1.3020 0.1494  C1 1.124
9 H -2.5442 0.2975 1.4818  C1 1.146
10 H -1.4766 0.7339 -1.5327  C2 1.022
11 H 0.6718 1.9516 0.4212  C3 1.079
12 H 2.4294 2.1569 0.6836  C3 1.114
13 H 1.5533 2.9328 -0.7582  C3 1.179
14 H 1.7549 1.0340 -0.5994  C3 1.088
15 H 1.6229 -1.8403 1.8285  C4 1.085
16 H 1.8605 -2.2312 0.0677  C4 1.103
17 H -0.5131 -2.3599 0.2476  N6 1.086
18 H -0.6398 -1.0296 1.4485  N6 0.989
19 H 0.1331 -0.7626 -2.5300  O7 0.998

HOMO (alpha / beta) = -12.102 / -14.863 eV
Net charge = +1
Expectation value of S² = 2.040
Multiplicity = 3
Molecular weight = 102.16 g/mol

Verdict on stability: arrangement Q comes out on top.